Entry 1:
20
Properties=species:S:1:pos:R:3 method="wB97M-V/def2-TZVPD" lumo_energy_ev=0.935 multiplicity=1 e_above_lowest_kj_mol=369.7 orbital_gap_ev=8.705 max_force_ev_per_a=12.1
C -1.193 1.878 2.394
C 0.031 1.350 2.461
C 0.583 0.473 1.456
C -0.192 0.196 0.284
C -1.497 0.715 0.216
C -2.019 1.499 1.187
C 0.353 -0.712 -0.759
C -0.352 -1.671 -1.503
C 0.648 -2.086 -2.481
C 1.791 -1.310 -2.266
H -1.628 2.289 3.335
H 0.558 1.341 3.412
H 1.561 0.107 1.716
H -1.927 0.526 -0.599
H -2.845 1.849 1.123
H -1.267 -2.017 -1.420
H 0.582 -2.887 -3.318
H 2.928 -1.207 -2.977
H 2.265 0.120 -0.904
N 1.618 -0.451 -1.357

---

Entry 2:
24
Properties=species:S:1:pos:R:3 method="wB97M-V/def2-TZVPD" lumo_energy_ev="-0.531 / -0.530" multiplicity=1 e_above_lowest_kj_mol=300.3 orbital_gap_ev="7.902 / 7.903" max_force_ev_per_a=5.4
C -2.534 -1.926 -0.249
C -3.532 -1.347 0.552
C -1.388 -1.266 -0.615
C -3.340 0.038 0.827
C -1.389 0.083 -0.268
C 0.076 2.063 0.387
C 1.307 1.903 0.869
C 3.119 0.309 0.251
C 3.796 -0.759 -0.364
C -0.085 0.970 -0.587
N -2.299 0.685 0.396
N 1.086 0.204 -0.659
N 1.924 0.831 0.089
O 3.005 -1.331 -1.362
O 4.910 -1.170 -0.137
H -2.637 -2.855 -0.846
H -4.407 -1.885 0.870
H -0.584 -1.742 -1.195
H -3.930 0.695 1.492
H -0.623 2.825 0.702
H 2.094 2.368 1.593
H 3.722 0.807 1.022
H -0.403 1.310 -1.561
H 2.114 -0.810 -1.206

---

Entry 3:
24
Properties=species:S:1:pos:R:3 method="wB97M-V/def2-TZVPD" lumo_energy_ev=-0.538 multiplicity=1 e_above_lowest_kj_mol=264.4 smiles="CC(=O)O[C@H]1N=NN=C1c1ccccc1" orbital_gap_ev=8.745 max_force_ev_per_a=3.9
C 3.171 -1.028 -0.182
C 2.553 -0.403 0.921
C 2.352 -1.731 -1.036
C 1.197 -0.326 1.033
C 0.985 -1.669 -0.922
C 0.363 -0.982 0.118
C -1.841 0.018 0.999
C -1.253 1.644 -0.623
C -1.022 -1.032 0.371
C -1.339 3.159 -0.791
N -3.188 -0.573 0.808
N -1.734 -2.098 0.134
N -3.028 -1.740 0.428
O -1.690 1.403 0.679
O -0.837 0.822 -1.388
H 4.205 -1.293 -0.098
H 3.124 -0.240 1.846
H 2.700 -2.386 -1.941
H 0.808 0.328 1.868
H 0.319 -2.416 -1.479
H -1.723 -0.088 2.025
H -0.459 3.427 -1.365
H -1.344 3.818 0.024
H -2.322 3.384 -1.427

---

Entry 4:
24
Properties=species:S:1:pos:R:3 method="wB97M-V/def2-TZVPD" lumo_energy_ev=-0.627 multiplicity=1 e_above_lowest_kj_mol=71.2 smiles="CN(C)/N=N/c1cc(C#N)cc(C#N)c1" orbital_gap_ev=8.293 max_force_ev_per_a=3.2
N -0.227 1.540 -5.364
N 3.090 4.060 0.186
C 0.055 1.458 -4.236
C 2.477 3.265 -0.397
N -0.443 -0.697 0.059
N -0.388 -0.670 1.344
C 1.292 2.316 -2.278
C -0.072 0.331 -2.034
C 1.019 1.316 -0.093
C 0.404 1.354 -2.847
C 1.579 2.292 -0.929
C 0.188 0.306 -0.665
N -1.107 -1.614 2.011
C -0.728 -1.788 3.412
C -1.735 -2.761 1.328
H 1.649 3.175 -2.828
H -0.665 -0.504 -2.430
H 1.137 1.348 0.988
H -1.550 -2.139 3.996
H -0.346 -0.846 3.839
H 0.099 -2.531 3.476
H -1.001 -3.424 0.899
H -2.430 -2.436 0.519
H -2.295 -3.352 2.044

---

Entry 5:
22
Properties=species:S:1:pos:R:3 method="wB97M-V/def2-TZVPD" lumo_energy_ev=0.687 multiplicity=1 e_above_lowest_kj_mol=425.9 smiles="O=C[C@@]1(c2ccccc2)C=CON1" orbital_gap_ev=9.487 max_force_ev_per_a=3.4
C -3.120 0.160 -0.375
C -2.240 1.280 -0.526
C -2.601 -1.039 -0.067
C -0.910 1.153 -0.393
C -1.198 -1.228 0.105
C -0.343 -0.128 -0.066
C 1.672 0.672 1.051
C 2.284 1.609 0.333
C 1.665 -1.647 0.616
C 1.124 -0.302 0.060
N 1.726 0.063 -1.213
O 2.693 -2.132 0.224
O 2.426 1.301 -0.956
H -4.263 0.119 -0.230
H -2.777 2.177 -0.792
H -3.320 -1.878 0.280
H -0.150 1.789 -0.892
H -0.843 -2.190 -0.005
H 1.611 0.357 2.057
H 2.882 2.512 0.637
H 1.161 -2.070 1.506
H 2.520 -0.578 -1.354

---

Entry 6:
23
Properties=species:S:1:pos:R:3 method="wB97M-V/def2-TZVPD" lumo_energy_ev="-2.238 / -2.139" multiplicity=1 e_above_lowest_kj_mol=479.9 orbital_gap_ev="6.668 / 6.680" max_force_ev_per_a=1.2
C 1.557 1.381 -2.310
C 1.485 0.053 -2.701
C 0.808 1.839 -1.246
C 0.653 -0.819 -2.018
C -0.070 0.975 -0.579
C -0.134 -0.372 -0.974
C -0.946 1.470 0.432
C -1.006 -0.414 2.164
C -0.980 -1.299 -0.150
C -0.414 -1.449 1.283
N -1.854 -0.408 3.058
O -0.665 2.165 3.023
O 1.241 0.982 1.996
S -0.164 1.325 1.980
H 2.214 2.064 -2.827
H 2.086 -0.306 -3.523
H 0.862 2.871 -0.936
H 0.612 -1.861 -2.301
H -1.995 -0.891 -0.088
H -1.026 -2.282 -0.621
H 0.669 -1.315 1.270
H -0.649 -2.441 1.679
H -2.284 -1.268 3.389

---

Entry 7:
162
Properties=species:S:1:pos:R:3 method="wB97M-V/def2-TZVPD" lumo_energy_ev=-3.627 multiplicity=1 charge=+1 orbital_gap_ev=7.457 max_force_ev_per_a=8.4
O -0.481 -1.973 1.659
C -0.069 -1.731 0.386
C -0.823 -2.497 -0.879
P -2.318 -1.477 -1.578
C -3.705 -1.178 -0.300
C -3.742 0.327 0.350
C -3.946 1.545 -0.739
O -3.022 2.652 -0.329
C 1.175 -0.726 0.018
C 1.559 0.526 1.058
C 2.826 1.550 0.682
C 3.689 1.371 -0.701
C 3.318 0.118 -1.717
C 2.087 -0.920 -1.364
H -0.085 -2.631 -1.808
H -1.157 -3.601 -0.595
H -1.845 -0.231 -2.192
H -2.891 -2.332 -2.627
H -4.736 -1.314 -0.884
H -3.696 -1.990 0.562
H -4.699 0.366 1.061
H -2.800 0.544 1.031
H -5.052 1.993 -0.689
H -3.773 1.181 -1.838
H -3.483 3.146 0.437
H 0.991 0.744 2.060
H 3.079 2.411 1.440
H 4.570 2.090 -1.016
H 3.932 -0.063 -2.697
H 1.907 -1.799 -2.139
O 4.021 4.272 0.255
H 3.301 4.498 -0.353
H 4.823 4.404 -0.273
O -3.056 -4.356 -1.166
H -3.723 -4.588 -1.829
H -3.576 -4.063 -0.403
O -3.710 3.513 2.393
H -3.121 2.980 2.947
H -3.524 4.425 2.662
O -0.524 2.355 -1.525
H -1.461 2.528 -1.347
H -0.269 3.057 -2.141
O 5.811 3.276 -2.615
H 5.111 2.943 -3.196
H 6.624 3.136 -3.124
O 6.437 -0.928 -2.479
H 6.816 -0.452 -1.725
H 6.092 -1.745 -2.091
O -5.984 -2.832 0.622
H -6.156 -1.982 1.054
H -6.314 -3.487 1.255
O 7.982 -1.473 -5.260
H 7.314 -1.705 -5.923
H 7.461 -1.180 -4.497
O 1.058 3.425 3.472
H 1.685 3.354 2.736
H 1.115 2.563 3.911
O -7.200 1.275 -0.362
H -7.843 2.000 -0.371
H -7.199 0.951 -1.275
O 5.861 0.016 -6.499
H 6.694 0.428 -6.775
H 5.615 0.499 -5.696
O 5.792 -4.095 -1.862
H 5.112 -4.699 -2.196
H 6.367 -4.662 -1.326
O 1.892 0.528 4.138
H 1.212 -0.077 3.804
H 2.467 -0.039 4.674
O 3.319 4.730 5.325
H 2.619 4.397 4.744
H 4.132 4.590 4.817
O 6.436 2.205 -8.310
H 5.684 1.664 -8.029
H 6.051 2.834 -8.938
O -4.576 5.626 4.480
H -4.748 6.476 4.912
H -4.906 4.970 5.112
O 0.392 6.197 5.194
H -0.288 5.592 4.860
H 0.967 5.629 5.730
O -4.781 -5.236 -3.453
H -5.481 -5.569 -4.034
H -3.968 -5.376 -3.962
O -5.381 -5.568 1.411
H -6.081 -5.902 0.830
H -4.568 -5.708 0.903
O -7.371 -4.836 4.095
H -6.744 -4.907 3.359
H -7.314 -5.698 4.534
O -0.147 -0.307 5.553
H -0.815 -0.539 4.890
H -0.668 -0.014 6.316
O 7.929 2.724 -5.212
H 8.556 2.653 -5.947
H 7.986 1.862 -4.773
O 5.841 6.640 0.488
H 6.008 7.467 0.964
H 5.421 6.070 1.150
O 5.181 3.842 -6.141
H 5.188 4.075 -5.201
H 6.002 3.342 -6.264
O 0.086 5.047 -0.655
H 0.015 4.321 -0.017
H -0.831 5.332 -0.788
O -2.852 -1.041 -4.651
H -3.697 -0.617 -4.440
H -2.280 -0.305 -4.917
O 4.124 7.139 3.951
H 3.952 7.989 4.383
H 3.794 6.484 4.583
O -8.314 -7.868 5.070
H -8.385 -8.594 5.708
H -9.231 -7.583 4.937
O -2.858 -5.614 3.416
H -3.578 -5.388 2.808
H -2.056 -5.482 2.888
O -7.704 -0.764 2.145
H -8.640 -0.590 2.323
H -7.448 -0.061 1.529
O -1.551 -7.521 5.369
H -2.304 -8.062 5.651
H -1.937 -6.892 4.742
O 7.454 -5.324 0.850
H 7.620 -4.496 1.326
H 7.034 -5.894 1.512
O 6.683 -2.679 -7.613
H 6.040 -1.954 -7.622
H 6.684 -3.003 -8.526
O -4.851 -2.784 4.160
H -5.604 -3.325 4.442
H -5.237 -2.154 3.532
O -0.817 -6.127 7.870
H -1.460 -5.402 7.861
H -0.816 -6.450 6.957
O -0.106 0.589 -4.816
H -0.100 0.823 -3.876
H 0.714 0.089 -4.939
O 2.905 7.365 -0.006
H 3.849 7.283 -0.212
H 2.754 6.692 0.674
O 3.261 -4.284 -1.094
H 2.415 -3.860 -0.883
H 3.832 -3.548 -1.359
O -3.358 0.770 -7.401
H -2.732 0.699 -8.136
H -3.302 -0.092 -6.962
O 2.365 7.719 7.081
H 1.698 7.486 6.418
H 1.845 8.011 7.845
O -4.068 8.616 3.686
H -4.768 8.283 3.105
H -3.255 8.476 3.177
O -5.202 -8.247 5.702
H -5.272 -8.973 6.340
H -6.118 -7.963 5.568
O 2.842 0.129 -5.532
H 2.122 0.355 -6.140
H 3.644 0.261 -6.060
O -2.489 -3.829 -5.156
H -1.900 -4.362 -4.601
H -2.303 -2.917 -4.886

---

Entry 8:
25
Properties=species:S:1:pos:R:3 method="wB97M-V/def2-TZVPD" lumo_energy_ev=2.525 multiplicity=1 e_above_lowest_kj_mol=121.8 charge=-1 orbital_gap_ev=5.209 max_force_ev_per_a=4.4
C -0.326 2.694 0.636
C 0.797 2.091 -0.200
C 1.429 1.134 0.634
H 1.304 2.612 -1.003
C 0.670 0.944 1.807
C -0.438 1.805 1.790
H -1.203 1.930 2.566
H -0.745 3.717 0.602
H 2.400 0.693 0.476
H 0.914 0.284 2.624
Al -1.199 1.650 -0.773
Cl -0.972 2.073 -2.820
C -0.437 -2.307 -0.936
C 0.330 -2.833 0.138
C 1.674 -2.377 -0.046
H -0.053 -3.406 0.979
C 1.767 -1.690 -1.283
C 0.441 -1.597 -1.812
H 0.152 -0.996 -2.681
H -1.527 -2.347 -1.055
H 2.489 -2.660 0.610
H 2.644 -1.202 -1.712
S -4.470 -0.629 1.239
C -3.279 -0.042 0.424
N -2.361 0.458 -0.201

---

Entry 9:
26
Properties=species:S:1:pos:R:3 method="wB97M-V/def2-TZVPD" lumo_energy_ev=-14.397 multiplicity=1 charge=+3 orbital_gap_ev=5.724 max_force_ev_per_a=0.5
Au 0.025 0.001 0.045
C 1.202 2.077 -3.458
C 0.307 1.591 -4.399
C -0.651 0.649 -4.027
C -0.688 0.195 -2.727
N 0.231 0.670 -1.837
C 1.148 1.591 -2.165
C -1.670 -0.734 -2.150
C -2.665 -1.404 -2.826
C -3.470 -2.313 -2.140
C -3.255 -2.549 -0.791
C -2.257 -1.849 -0.137
N -1.510 -0.965 -0.814
H 1.947 2.820 -3.710
H 0.340 1.951 -5.420
H -1.375 0.290 -4.746
H 1.831 1.921 -1.394
H -2.804 -1.239 -3.886
H -4.254 -2.842 -2.668
H -3.852 -3.258 -0.234
H -2.055 -1.980 0.917
Br 2.294 0.329 1.151
C 1.404 0.324 2.910
Br -0.515 0.078 2.533
H 1.536 1.293 3.380
H 1.770 -0.530 3.472

---

Entry 10:
25
Properties=species:S:1:pos:R:3 method="wB97M-V/def2-TZVPD" s2=8.7785 lumo_energy_ev="-2.884 / -6.127" multiplicity=6 e_above_lowest_kj_mol=77.2 charge=+1 orbital_gap_ev="8.457 / 5.543" max_force_ev_per_a=3.1
Ir 1.315 2.051 -0.505
Br 2.193 -0.032 1.036
C 0.455 -0.863 1.112
C 0.348 -1.886 1.990
C -0.970 -2.432 2.257
C -2.042 -1.719 1.756
C -1.879 -0.626 0.807
C -3.070 -0.099 0.179
C -2.979 0.910 -0.694
C -1.714 1.460 -0.954
C -0.555 1.053 -0.347
C -0.615 -0.098 0.539
H 1.235 -2.318 2.481
H -0.965 -3.318 2.885
H -3.042 -2.141 1.838
H -3.967 -0.631 0.355
H -3.745 1.298 -1.304
H -1.523 2.309 -1.617
Te 2.053 4.151 0.686
C 3.131 0.183 -2.163
O 3.149 1.443 -1.604
H 3.256 0.131 -3.270
H 2.138 -0.157 -1.971
H 3.800 -0.538 -1.751
H 3.993 1.868 -1.741

---

Entry 11:
27
Properties=species:S:1:pos:R:3 method="wB97M-V/def2-TZVPD" lumo_energy_ev="-10.170 / -10.193" multiplicity=1 charge=+2 orbital_gap_ev="4.863 / 4.853" max_force_ev_per_a=4.4
Cl 3.390 0.505 -2.332
C -1.670 -1.323 -1.838
C -1.981 -1.737 -0.524
C -0.830 -2.383 0.020
H -2.948 -1.618 -0.058
C 0.217 -2.354 -0.957
C -0.311 -1.647 -2.085
H 0.246 -1.423 -2.979
H -2.372 -0.923 -2.559
H -0.690 -2.620 1.064
C 1.652 -2.607 -0.724
Ce -0.018 -0.099 -0.152
C -2.289 1.618 -0.493
C 0.825 1.758 -1.784
O -3.040 2.478 -0.388
O 1.160 2.761 -2.244
H 1.955 -2.478 0.316
H 2.328 -1.990 -1.323
H 1.849 -3.650 -0.965
S 1.538 3.173 3.009
C -0.048 2.620 3.549
C -0.625 1.766 2.589
N 0.208 1.543 1.473
C 1.378 2.240 1.552
H -0.485 2.902 4.477
H -1.577 1.291 2.615
H 2.136 2.197 0.741

---

Entry 12:
25
Properties=species:S:1:pos:R:3 method="wB97M-V/def2-TZVPD" s2=6.0057 lumo_energy_ev="2.538 / 2.537" multiplicity=5 charge=-1 orbital_gap_ev="6.102 / 6.134" max_force_ev_per_a=7.9
C 1.981 0.150 1.493
C 1.584 1.431 0.956
C 1.760 1.374 -0.484
H 1.173 2.249 1.516
C 2.213 0.035 -0.834
C 2.364 -0.707 0.394
H 2.588 -1.756 0.473
H 1.882 -0.158 2.517
H 1.504 2.147 -1.178
H 2.329 -0.357 -1.827
Pm -0.016 -0.160 0.067
Cl -0.939 -0.549 2.486
C -2.368 -0.260 -0.578
C -1.607 -0.319 -1.809
C -0.929 0.947 -1.972
H -1.472 -1.194 -2.419
C -1.270 1.791 -0.844
C -2.159 1.052 0.018
H -2.508 1.360 0.985
H -2.860 -1.090 -0.103
H -0.220 1.175 -2.743
H -0.867 2.760 -0.632
Se -1.027 -4.621 2.156
C -0.698 -3.167 1.462
N -0.439 -2.134 0.899